No. 1
Molecular formula: C4H6NO4S
Method: DFT, ωB97M-V/def2-TZVPD

Last column: Mulliken charge in e.
Element x y z (Å)
1 C 0.397 -1.407 0.183  0.24
2 C 1.263 1.316 -0.081  -0.39
3 C 1.525 0.845 1.326  -0.62
4 C 0.705 0.000 0.374  0.32
5 N 0.152 -1.715 -1.123  -0.46
6 O -2.706 1.554 0.447  -0.58
7 O 0.450 -2.286 1.062  -0.69
8 O -1.996 0.465 -1.627  -0.59
9 O -3.050 -0.879 0.043  -0.56
10 S -2.278 0.310 -0.183  0.92
11 H 0.479 1.987 -0.443  0.20
12 H 2.035 1.229 -0.854  0.18
13 H 2.501 0.560 1.595  0.25
14 H 1.039 1.422 2.119  0.19
15 H -0.035 -0.930 -1.717  0.35
16 H -0.482 -2.471 -1.122  0.23

total charge = -1
gap between HOMO and LUMO (spin up / spin down) = 0.3107 / 0.2464 hartree
relative energy (zero: lowest compared OMol25 entry of this formula, charge and spin) = 66.7 kcal/mol
LUMO (spin up / spin down) = 3.430 / 2.785 eV

***

No. 2
Molecular formula: C42H44BF4O24
Method: DFT, ωB97M-V/def2-TZVPD

Last column: Mulliken charge in e.
Element x y z (Å)
1 B -0.529 0.462 0.354  -0.31
2 F -1.631 0.906 -0.498  -0.20
3 F 0.357 1.565 0.544  0.00
4 F -1.061 0.125 1.538  -0.28
5 F 0.178 -0.496 -0.262  -0.25
6 C 4.471 4.109 -1.631  -0.79
7 C 5.152 2.758 -1.412  0.38
8 C 4.792 1.901 -0.261  0.37
9 O 5.329 0.943 0.130  -0.56
10 C 3.615 2.315 0.481  -0.82
11 C 2.822 3.558 0.149  0.73
12 C 3.371 4.586 -0.877  0.56
13 O 2.868 5.674 -1.026  -0.63
14 O 1.462 3.772 0.412  -0.49
15 O 6.164 2.322 -2.242  -0.62
16 H 4.873 4.610 -2.498  0.42
17 H 3.257 1.671 1.218  0.57
18 H 1.127 2.947 0.684  0.57
19 H 6.405 1.280 -2.209  0.41
20 C 3.329 -5.517 -1.029  -0.91
21 C 2.490 -4.387 -0.306  0.39
22 C 3.253 -3.482 0.597  0.79
23 O 2.673 -2.820 1.413  -0.31
24 C 4.700 -3.708 0.767  -1.05
25 C 5.407 -4.783 -0.006  0.43
26 C 4.762 -5.686 -0.890  0.74
27 O 5.356 -6.526 -1.563  -0.64
28 O 6.782 -4.898 0.079  -0.63
29 O 1.219 -4.182 -0.542  -0.26
30 H 2.792 -6.008 -1.788  0.46
31 H 5.446 -3.072 1.300  0.37
32 H 7.216 -5.476 -0.780  0.41
33 H 1.100 -3.236 -0.243  0.19
34 C -5.049 -1.014 -4.826  -0.88
35 C -5.440 -2.115 -3.797  0.22
36 C -5.053 -1.963 -2.436  1.03
37 O -5.317 -2.905 -1.639  -0.72
38 C -4.195 -0.836 -2.054  -0.55
39 C -3.833 0.216 -3.005  0.22
40 C -4.264 0.166 -4.481  0.42
41 O -4.014 1.044 -5.180  -0.48
42 O -3.078 1.293 -2.696  -0.14
43 O -6.067 -3.244 -4.222  -0.44
44 H -5.389 -0.841 -5.862  0.33
45 H -3.830 -0.643 -1.036  0.46
46 H -2.751 1.322 -1.873  0.43
47 H -6.174 -3.725 -3.553  0.26
48 C -0.981 7.128 -3.388  -0.90
49 C 0.087 6.030 -3.635  -0.13
50 C 0.033 4.701 -3.074  1.08
51 O 0.907 3.844 -3.308  -0.57
52 C -1.193 4.380 -2.417  0.46
53 C -2.331 5.386 -2.181  0.10
54 C -2.194 6.853 -2.783  0.54
55 O -3.217 7.548 -2.750  -0.59
56 O -3.465 5.187 -1.419  -0.42
57 O 1.293 6.389 -4.242  -0.60
58 H -0.980 8.154 -3.871  0.31
59 H -1.265 3.551 -1.620  -0.08
60 H -3.604 4.335 -1.093  0.36
61 H 1.663 5.498 -4.167  0.41
62 C -3.348 -6.312 2.323  -0.66
63 C -3.236 -6.427 0.784  0.11
64 C -2.608 -5.383 -0.079  0.59
65 O -2.485 -5.539 -1.301  -0.68
66 C -2.410 -4.150 0.605  -0.34
67 C -2.473 -4.017 2.166  0.37
68 C -2.925 -5.107 2.983  0.87
69 O -3.131 -5.056 4.213  -0.60
70 O -2.500 -2.671 2.698  -0.47
71 O -3.495 -7.652 0.209  -0.40
72 H -3.817 -7.033 2.935  0.49
73 H -2.003 -3.127 0.146  -0.03
74 H -2.056 -2.086 2.102  0.39
75 H -3.474 -7.417 -0.548  0.26
76 C 2.436 -2.419 5.329  -0.94
77 C 1.484 -3.358 4.383  0.44
78 O 1.551 -4.604 4.570  -0.63
79 C 0.334 -2.780 3.523  -0.39
80 H 2.772 -1.695 4.637  0.27
81 H 3.092 -3.095 5.763  0.39
82 H 1.684 -1.988 6.171  0.17
83 H -0.255 -3.651 3.015  -0.01
84 H 0.568 -2.026 2.764  0.01
85 H -0.500 -2.482 4.126  0.73
86 C -4.392 1.968 2.342  -1.19
87 C -3.642 2.722 1.362  0.93
88 O -4.188 3.026 0.329  -0.67
89 C -2.335 3.512 1.678  -0.65
90 H -5.340 1.566 1.963  0.38
91 H -4.541 2.617 3.524  0.24
92 H -3.853 1.223 2.446  0.24
93 H -1.894 2.893 2.505  0.04
94 H -2.571 4.403 2.117  0.76
95 H -1.467 3.670 0.798  -0.17
96 C 0.965 1.955 3.745  0.03
97 C 1.158 1.496 5.226  0.56
98 O 0.530 0.568 5.720  -0.55
99 C 2.221 2.246 6.012  -1.22
100 H 0.049 1.511 3.398  -0.14
101 H 1.843 1.585 3.184  -0.19
102 H 1.045 3.020 3.540  0.54
103 H 2.122 2.055 7.171  0.27
104 H 2.513 3.271 5.845  0.41
105 H 3.288 1.955 5.690  0.27
106 C 0.410 0.730 -4.209  -0.39
107 C 1.797 0.000 -3.736  0.39
108 O 2.067 -1.113 -4.011  -0.60
109 C 2.633 0.789 -2.740  -0.03
110 H 0.044 0.023 -4.951  0.39
111 H 0.511 1.730 -4.746  0.20
112 H -0.107 0.817 -3.262  -0.25
113 H 1.875 0.526 -1.800  -0.04
114 H 2.556 1.914 -2.935  0.00
115 H 3.665 0.416 -2.710  0.28

total charge = -1
gap between HOMO and LUMO = 0.2345 hartree
relative energy (zero: lowest compared OMol25 entry of this formula, charge and spin) = 63.9 kcal/mol
LUMO = -0.687 eV

***

No. 3
Molecular formula: C19H23N4OSTi
Method: DFT, ωB97M-V/def2-TZVPD

Last column: Mulliken charge in e.
Element x y z (Å)
1 Ti 0.090 0.071 -1.873  0.10
2 N -3.903 0.562 -1.176  -0.37
3 C -2.623 0.810 -1.462  0.64
4 O -1.719 -0.045 -1.122  -0.42
5 C -2.184 1.995 -2.242  -0.64
6 C -0.645 2.036 -2.261  -0.71
7 H -4.153 -0.270 -0.651  0.26
8 H -4.640 1.267 -1.317  0.25
9 H -2.618 2.957 -1.848  0.37
10 H -2.537 1.859 -3.283  0.31
11 H -0.313 2.493 -1.369  0.26
12 H -0.227 2.484 -3.156  0.58
13 C 0.771 -3.050 0.123  -1.14
14 C -0.680 -2.764 0.214  -0.66
15 C -1.056 -1.659 1.251  0.64
16 C -1.900 -1.904 2.319  -0.97
17 C -2.066 -1.021 3.363  -0.88
18 C -1.414 0.219 3.377  -0.72
19 C -0.518 0.452 2.351  0.70
20 C 0.289 1.746 2.443  -0.76
21 C 1.363 1.538 3.556  -1.18
22 C -0.349 -0.475 1.320  -0.11
23 N 0.519 -0.156 0.219  1.52
24 C 1.813 -0.055 0.437  0.20
25 C 2.657 0.286 -0.634  -0.72
26 C 4.029 0.575 -0.785  -0.85
27 C 4.234 1.051 -2.102  -0.67
28 C 3.041 0.984 -2.752  -0.62
29 N 2.062 0.541 -1.859  0.10
30 H 1.014 -4.112 -0.125  0.39
31 H 1.329 -2.806 1.025  0.28
32 H 1.280 -2.518 -0.689  0.20
33 H -1.199 -3.629 0.502  0.62
34 H -1.083 -2.464 -0.751  0.23
35 H -2.425 -2.842 2.266  0.46
36 H -2.767 -1.336 4.210  0.31
37 H -1.632 0.987 4.102  0.56
38 H -0.380 2.562 2.749  0.57
39 H 0.839 2.024 1.523  0.17
40 H 0.797 1.401 4.472  0.39
41 H 2.041 2.380 3.743  0.41
42 H 1.927 0.533 3.482  0.27
43 H 2.181 -0.230 1.403  0.51
44 H 4.780 0.492 -0.028  0.53
45 H 5.171 1.392 -2.503  0.46
46 H 2.760 1.124 -3.755  0.57
47 S -1.166 -2.866 -5.070  -0.33
48 C -0.583 -1.723 -4.202  0.62
49 N -0.207 -0.894 -3.437  -0.70

total charge = +1
gap between HOMO and LUMO = 0.2725 hartree
LUMO = -3.916 eV